The following is a quantum chemistry calculation of C18H21AsF6N4O9P2RuS as an isolated structure in a non-equilibrium geometry, from the Open Molecules 2025 dataset.

Energy relative to the best compared isomer or geometry (same formula, charge and spin): 1.456 eV
LUMO energy (spin up / spin down): -0.289 / -0.421 Ha
Total energy: -152517.344 eV
HOMO energy (spin up / spin down): -15.25 / -15.49 eV

Geometry as ORCA input:
```
! wB97M-V def2-TZVPD RIJCOSX def2/J DEFGRID3
* xyz 2 5
Ru 10.62 10.53 10.54
N 8.25 6.75 8.45
C 8.63 7.57 9.64
C 8.29 6.86 10.89
P 7.82 9.22 9.53
O 6.51 9.14 10.44
O 7.55 9.35 8.09
O 8.62 10.37 10.24
P 10.59 7.64 9.42
O 11.35 7.28 10.80
O 10.89 6.70 8.32
O 10.92 9.17 9.08
H 7.69 5.92 8.76
H 9.11 6.42 7.96
H 7.67 7.32 7.80
H 7.24 6.56 11.00
H 8.59 7.41 11.75
H 8.91 5.94 10.92
H 5.83 9.67 10.01
H 12.15 7.91 10.88
C 17.00 7.20 6.69
C 16.33 8.31 7.42
C 15.20 9.01 7.02
C 14.54 9.86 7.87
C 14.97 9.94 9.16
C 16.24 9.53 9.51
C 16.93 8.69 8.64
S 13.99 10.34 10.55
O 13.34 9.10 10.95
O 14.91 11.10 11.37
N 12.60 11.27 10.31
C 12.77 12.60 10.00
C 13.90 13.23 9.51
C 13.83 14.59 9.28
C 12.81 15.36 9.83
C 11.66 14.71 10.35
C 10.47 15.40 10.82
C 9.35 14.67 11.01
C 9.30 13.24 10.88
N 10.44 12.65 10.64
C 11.59 13.32 10.32
H 18.12 7.27 6.72
H 16.75 7.27 5.59
H 16.68 6.19 7.08
H 14.80 8.84 6.03
H 13.69 10.48 7.55
H 16.63 9.83 10.49
H 17.87 8.24 8.88
H 14.75 12.61 9.19
H 14.50 15.14 8.62
H 12.84 16.43 9.85
H 10.47 16.48 10.90
H 8.40 15.09 11.29
H 8.41 12.68 11.15
F 7.92 13.34 9.09
As 6.28 14.02 8.87
F 4.65 14.61 8.71
F 6.71 14.66 7.29
F 6.87 15.53 9.59
F 5.80 12.44 8.25
F 5.90 13.44 10.55
O 10.67 9.82 13.29
N 10.79 10.12 12.15
*
```

The following is a quantum chemistry calculation of C18H21BCuN9OSSe as an isolated structure, from the Open Molecules 2025 dataset.

Energy relative to the best compared isomer or geometry (same formula, charge and spin): 0.000 eV
LUMO energy: -0.041 Ha
Total energy: -155963.873 eV
HOMO energy: -6.88 eV

Geometry as ORCA input:
```
! wB97M-V def2-TZVPD RIJCOSX def2/J DEFGRID3
* xyz 0 1
Cu 0.40 0.05 0.28
C -0.01 2.02 4.21
C -0.30 0.92 3.39
N 0.32 1.02 2.22
N 1.02 2.18 2.26
C 0.84 2.79 3.44
B 1.90 2.64 1.07
N 2.94 1.56 0.75
C 4.28 1.65 0.85
C 4.82 0.43 0.52
C 3.71 -0.37 0.23
N 2.58 0.31 0.37
N 1.01 2.92 -0.16
C 0.86 4.07 -0.84
C -0.04 3.86 -1.86
C -0.38 2.50 -1.74
N 0.26 1.95 -0.71
H -0.35 2.22 5.21
H -0.93 0.06 3.59
H 1.33 3.72 3.65
H 2.46 3.66 1.38
H 4.74 2.58 1.14
H 5.86 0.16 0.49
H 3.67 -1.41 -0.07
H 1.39 4.95 -0.53
H -0.39 4.57 -2.59
H -1.06 1.91 -2.34
Se -4.06 -3.08 -1.05
N -5.10 -1.92 -0.19
C -4.33 -0.90 0.12
C -4.77 0.28 0.80
C -3.85 1.24 1.02
C -2.48 1.04 0.60
N -2.01 0.00 -0.01
C -2.93 -1.00 -0.27
N -2.59 -2.09 -0.92
H -5.80 0.36 1.11
H -4.09 2.16 1.53
H -1.76 1.83 0.82
O 0.61 -2.15 -0.03
S 1.36 -2.64 -1.23
C 1.09 -4.42 -1.26
C -0.35 -4.60 -1.71
C -0.49 -3.71 -2.95
C 0.25 -2.40 -2.66
H 1.32 -4.80 -0.27
H 1.80 -4.84 -1.98
H -1.01 -4.26 -0.92
H -0.58 -5.65 -1.93
H -1.54 -3.51 -3.19
H -0.04 -4.21 -3.81
H -0.41 -1.61 -2.32
H 0.85 -2.04 -3.50
*
```

The following is a quantum chemistry calculation of one molecule with the formula C18H21ClN4O4S2 in a non-equilibrium geometry, from the Open Molecules 2025 dataset.

Structure (SMILES): O=C(Nc1nc2c(Cl)cccc2s1)[C@@H]1CCCCN1C(=O)N1CCS(=O)(=O)CC1
Energy relative to the best compared isomer or geometry (same formula, charge and spin): 2.527 eV
LUMO energy: 0.012 Ha
Total energy: -67348.085 eV
HOMO energy: -8.52 eV

Geometry as ORCA input:
```
! wB97M-V def2-TZVPD RIJCOSX def2/J DEFGRID3
* xyz 0 1
O -0.83 -0.85 -0.08
C -0.02 -1.71 -0.14
N 0.13 -2.49 -1.23
C -0.87 -2.52 -2.23
N -1.22 -3.65 -2.84
C -2.28 -3.50 -3.67
C -2.85 -4.55 -4.40
Cl -2.26 -6.19 -4.28
C -4.00 -4.24 -5.15
C -4.64 -3.10 -5.08
C -4.04 -2.04 -4.42
C -2.84 -2.27 -3.71
S -1.82 -1.11 -2.82
C 0.95 -2.09 1.09
C 0.03 -2.51 2.30
C 0.78 -2.85 3.57
C 1.75 -1.66 3.92
C 2.63 -1.05 2.84
N 1.83 -0.95 1.49
C 2.38 -0.18 0.47
O 2.66 -0.88 -0.54
N 2.50 1.23 0.42
C 1.66 1.92 1.46
C 2.42 3.15 2.00
S 2.83 4.21 0.60
O 1.58 4.73 0.01
O 3.85 5.19 0.95
C 3.69 3.16 -0.52
C 2.89 1.93 -0.83
H 0.68 -3.25 -1.24
H -4.48 -5.07 -5.70
H -5.58 -3.05 -5.70
H -4.40 -1.13 -4.48
H 1.57 -2.98 0.85
H -0.75 -1.71 2.51
H -0.54 -3.36 1.92
H 1.42 -3.68 3.50
H 0.20 -3.15 4.50
H 2.53 -2.07 4.61
H 1.30 -0.91 4.48
H 3.03 0.00 3.16
H 3.43 -1.76 2.73
H 1.49 1.39 2.34
H 0.67 2.01 1.07
H 3.30 2.83 2.52
H 1.61 3.67 2.63
H 4.61 2.91 -0.06
H 3.88 3.64 -1.46
H 2.03 2.28 -1.45
H 3.55 1.27 -1.49
*
```